Molecular formula: C53H86IN2O30S3
Method: DFT, ωB97M-V/def2-TZVPD

Calculated values
multiplicity	1
charge	+1
gap between HOMO and LUMO	6.39	eV
HOMO energy	-9.67	eV
max |F|	0.068	hartree/bohr
LUMO energy	-3.279	eV

Positions of all 175 atoms, in Å:
I -4.098 -4.680 -0.326
S -0.250 4.341 -3.649
S -1.523 -0.518 -1.840
S 0.439 3.960 -0.759
O 1.458 0.817 -6.671
O 7.277 -3.926 5.339
O 1.105 7.295 0.627
O 1.448 -8.754 -7.596
O 2.560 -6.896 -8.218
O -7.259 4.705 5.311
O -3.704 8.239 -1.333
O 0.873 -7.692 -9.480
O -5.359 4.681 0.817
O 8.228 -5.818 6.108
O -6.715 6.592 4.202
O -5.414 2.427 0.711
O 0.814 -2.987 -6.248
O -1.576 -2.334 1.782
O -2.541 8.177 0.581
O -8.759 6.356 5.117
O -4.704 8.812 0.604
O 8.259 -3.968 7.366
O 2.340 0.631 -8.737
O 3.659 -2.405 4.707
O 1.344 1.465 3.865
O -1.422 -3.277 -6.149
O -5.038 3.472 2.674
O 0.208 0.012 -8.349
O -0.044 -5.057 -6.226
O 2.005 -2.594 6.230
O 2.048 5.462 1.522
O 4.011 -1.753 6.820
O 1.843 -3.953 0.456
O 2.014 7.371 2.690
N 2.095 3.167 -2.969
N -3.455 -0.846 0.996
C -0.322 -3.733 -6.203
C -1.146 -1.138 1.067
C 0.292 -2.889 -1.677
C 2.915 2.674 -1.843
C 2.461 6.356 3.586
C 1.708 -7.705 -8.414
C 7.866 -4.516 6.191
C -2.454 1.309 0.805
C 1.667 6.762 1.531
C -1.063 -2.995 -0.898
C 0.373 -0.842 0.917
C 0.229 -9.348 -8.039
C 1.089 0.193 1.857
C -1.734 -1.945 4.292
C 8.719 -5.032 8.200
C -8.346 4.367 6.171
C -4.428 -2.508 -0.430
C -4.238 -2.116 -3.074
C 3.120 -2.281 5.948
C -2.339 8.029 -1.695
C 0.122 0.738 -6.178
C 1.350 -5.197 -6.522
C 2.890 5.256 2.653
C 2.303 -4.635 1.633
C -4.724 4.827 3.013
C 5.284 -1.727 6.167
C -3.740 8.445 0.007
C 0.886 3.779 -2.550
C -1.668 -1.631 -0.384
C -1.267 2.342 0.880
C 9.100 -6.090 7.204
C -9.459 5.235 5.654
C -7.504 5.946 4.819
C -2.232 -0.095 1.472
C 1.915 -3.881 -6.073
C -5.282 3.438 1.339
C 2.864 3.992 -3.930
C -5.124 -2.082 -1.777
C 4.086 1.740 -2.381
C -0.412 2.341 -0.451
C -5.381 5.602 1.918
C 0.579 0.362 3.309
C 1.373 -4.949 -0.445
C 4.912 -1.719 4.714
C 3.192 3.137 -5.234
C 1.313 1.387 5.288
C -0.960 -2.566 3.037
C 0.162 -8.929 -9.481
C 0.850 -4.376 -1.804
C -1.725 7.550 -0.411
C 1.423 0.499 -7.992
C -0.533 -0.202 -7.148
C -3.192 -1.682 0.019
H 0.684 -0.564 -0.124
H -0.320 1.738 -6.196
H -5.201 -2.344 0.367
H 4.763 -0.707 4.324
H 0.339 1.017 5.694
H -2.257 7.295 -2.497
H 0.257 -10.430 -7.918
H 5.643 -2.233 4.093
H -2.415 0.127 2.554
H -0.430 -1.245 -6.850
H 5.852 -0.845 6.459
H -2.733 -1.540 3.981
H 4.968 2.325 -2.734
H -0.688 7.850 -0.308
H 2.872 2.086 -5.056
H -10.027 4.756 4.853
H 2.770 -3.568 -6.670
H -4.846 -2.600 -3.882
H -5.642 -1.100 -1.602
H 5.842 -2.618 6.449
H -3.636 4.947 3.017
H -0.491 0.651 3.433
H -1.914 8.976 -2.036
H 0.560 -5.595 -0.001
H 0.183 -2.545 -2.738
H 3.060 -5.414 1.340
H 1.460 2.407 5.732
H 2.203 -3.884 -5.017
H -1.122 2.199 -1.308
H 1.456 -5.154 2.144
H 0.112 -5.022 -2.333
H 0.671 -9.629 -10.146
H 4.302 3.119 -5.371
H 0.105 0.362 -5.155
H 0.807 -0.503 3.992
H 10.135 -5.993 6.864
H 1.629 6.059 4.229
H -8.070 4.607 7.201
H -2.833 1.284 -0.247
H -5.110 5.082 3.992
H 4.378 1.008 -1.585
H -1.124 -1.213 4.861
H 8.946 -7.099 7.583
H 1.469 -5.356 -7.585
H 3.384 3.545 -1.322
H 1.098 -2.316 -1.173
H 1.778 -6.042 -5.985
H -0.649 2.291 1.803
H -1.029 -3.674 3.214
H 2.216 -5.653 -0.675
H 3.855 4.246 -3.459
H 2.667 3.522 -6.135
H -0.982 -3.773 -0.103
H 2.177 0.759 5.617
H 2.393 4.964 -4.186
H -1.810 -3.401 -1.632
H 3.277 6.720 4.209
H 0.344 1.525 -0.474
H 2.793 -3.923 2.336
H -4.396 -0.702 1.357
H -1.976 -2.770 5.014
H -0.597 -8.946 -7.447
H -3.297 1.782 1.373
H 9.559 -4.710 8.813
H -1.793 6.465 -0.293
H -3.301 -2.707 -3.000
H 0.895 -1.826 1.090
H 1.740 -4.282 -2.486
H 3.668 1.149 -3.233
H 3.933 5.351 2.341
H -6.415 5.854 2.144
H -8.577 3.304 6.106
H -1.589 0.020 -7.297
H 0.125 -2.334 3.129
H 7.902 -5.346 8.854
H -10.147 5.545 6.438
H -0.860 -8.789 -9.830
H 2.156 -0.154 1.943
H 2.737 4.263 3.077
H -4.843 6.514 1.674
H -2.750 0.064 -2.101
H -1.747 3.361 0.900
H -4.054 -1.065 -3.402
H 1.183 1.221 1.418
H -5.955 -2.820 -1.935
H 2.348 2.051 -1.114